Entry from the OMol25 dataset: C38H48N3PPdSi2 as an isolated structure at a distorted geometry (ωB97M-V with the def2-TZVPD basis set).

Geometry as ORCA input:
```
! wB97M-V def2-TZVPD RIJCOSX def2/J DEFGRID3
* xyz -2 1
Pd 0.026 -0.472 -0.149
C -3.377 1.531 -1.699
C -4.141 0.255 -1.477
C -5.240 -0.037 -2.280
C -6.011 -1.174 -2.079
C -5.682 -2.040 -1.050
C -4.581 -1.764 -0.243
C -3.791 -0.635 -0.440
P -2.306 -0.213 0.603
C -2.335 -1.661 1.772
C -2.718 -1.516 3.102
C -2.760 -2.605 3.970
C -2.424 -3.868 3.507
C -2.021 -4.023 2.185
C -1.958 -2.942 1.311
C -1.457 -3.128 -0.092
C -2.977 1.175 1.554
C -4.311 1.101 1.985
C -4.986 2.119 2.628
C -4.272 3.334 2.820
C -2.984 3.470 2.408
C -2.213 2.400 1.772
C -0.905 2.621 1.430
H -3.698 2.018 -2.622
H -2.304 1.353 -1.749
H -3.529 2.219 -0.861
H -5.495 0.654 -3.077
H -6.864 -1.375 -2.717
H -6.275 -2.928 -0.865
H -4.337 -2.453 0.557
H -2.978 -0.527 3.459
H -3.058 -2.462 5.003
H -2.463 -4.726 4.168
H -1.728 -5.004 1.823
H -1.077 -4.136 -0.264
H -0.647 -2.377 -0.224
H -2.218 -2.893 -0.839
H -4.858 0.181 1.795
H -6.012 2.001 2.951
H -4.766 4.178 3.294
H -2.471 4.417 2.549
H -0.281 1.850 0.998
H -0.450 3.583 1.644
C 3.096 0.256 -2.712
Si 3.141 -1.040 -1.359
C 2.291 -2.612 -1.948
C 4.994 -1.512 -1.370
C 2.398 -0.454 0.197
C 2.359 -1.483 1.282
C 3.452 -2.292 1.658
C 3.326 -3.216 2.680
C 2.118 -3.327 3.358
C 1.091 -2.481 2.960
N 1.202 -1.604 1.967
Si 2.901 1.132 0.929
C 4.782 1.293 1.184
C 2.223 1.345 2.658
C 2.471 2.629 -0.120
H 3.355 -0.200 -3.674
H 3.833 1.041 -2.503
H 2.118 0.725 -2.797
H 2.611 -2.916 -2.951
H 1.208 -2.449 -1.957
H 2.506 -3.433 -1.253
H 5.300 -1.785 -2.387
H 5.227 -2.358 -0.716
H 5.611 -0.666 -1.049
H 4.396 -2.172 1.142
H 4.171 -3.839 2.957
H 1.971 -4.038 4.161
H 0.123 -2.515 3.456
H 5.153 0.501 1.846
H 5.028 2.259 1.643
H 5.329 1.220 0.238
H 2.562 0.510 3.282
H 1.130 1.360 2.676
H 2.598 2.276 3.098
H 3.131 2.686 -0.992
H 2.596 3.547 0.465
H 1.437 2.583 -0.463
N -0.155 1.569 -2.239
C -0.362 1.034 -3.456
C -0.224 1.816 -4.635
C -0.468 1.243 -5.856
C -0.848 -0.099 -5.932
C -0.954 -0.781 -4.731
N -0.725 -0.258 -3.532
H 0.265 2.483 -2.213
H -0.035 0.929 -1.338
H 0.077 2.854 -4.552
H -0.359 1.835 -6.759
H -1.051 -0.589 -6.875
H -1.241 -1.831 -4.727
*
```

Properties
E_tot = -2689.35629 Ha

Mulliken population analysis, charges in e, atoms 1 to 4: number 1, Pd, carries 0.12; number 2, C, carries -1.52; number 3, C, carries 0.56; number 4, C, carries -0.83


Entry from the OMol25 dataset: a 7-piece molecular cluster, C38H48O28S6 overall at a distorted geometry (ωB97M-V with the def2-TZVPD basis set).

Geometry as ORCA input:
```
! wB97M-V def2-TZVPD RIJCOSX def2/J DEFGRID3
* xyz 0 1
C -3.163 -4.750 5.929
C -2.733 -3.503 5.854
C -2.025 -2.062 5.722
C -2.097 -1.163 7.046
C -1.486 0.301 7.087
O -1.618 1.020 8.319
C -0.815 0.824 5.764
C -0.714 -0.072 4.438
C -1.334 -1.544 4.383
C -1.270 -2.455 3.048
C 0.243 -2.763 2.546
C -2.259 -1.929 1.859
C -3.611 -2.799 1.703
C 0.044 0.620 3.201
O -0.122 0.327 1.972
C 1.088 1.840 3.497
C 2.235 2.063 2.350
O 1.924 3.216 1.481
C 1.034 2.833 0.420
C 1.327 1.688 -0.647
C 0.339 1.238 -1.780
C -1.083 1.942 -1.917
C -1.406 3.097 -0.881
C -0.392 3.544 0.272
C 1.002 2.673 4.689
C 2.112 3.818 4.893
C 1.652 5.063 5.803
C 0.547 5.930 5.511
C -0.200 2.336 5.720
O -0.757 3.177 6.500
H -3.712 -5.726 6.161
H -2.600 -1.599 7.993
H -0.726 1.291 8.660
H -1.708 -3.492 3.364
H 0.617 -2.069 1.712
H 0.205 -3.835 2.080
H 0.950 -2.848 3.454
H -1.687 -1.769 0.859
H -2.599 -0.860 2.188
H -4.102 -2.888 2.738
H -3.361 -3.800 1.198
H -4.334 -2.184 1.030
H 3.248 2.345 2.855
H 2.442 1.098 1.759
H 2.336 1.138 -0.557
H 0.582 0.373 -2.520
H -1.831 1.606 -2.735
H -2.448 3.595 -0.981
H -0.711 4.379 0.995
H 3.004 3.315 5.457
H 2.555 4.246 3.923
H 2.246 5.287 6.779
H -0.109 6.373 6.359
H 0.285 6.232 4.430
C -4.780 -4.271 -2.345
C -3.940 -4.740 -3.526
O -2.835 -3.838 -3.577
S -2.474 -3.358 -2.066
O -1.388 -4.167 -1.586
O -2.448 -1.924 -2.040
O -3.839 -3.865 -1.349
H -5.387 -3.405 -2.612
H -5.427 -5.061 -1.960
H -4.494 -4.722 -4.462
H -3.547 -5.747 -3.355
C 7.129 1.443 -0.309
C 6.457 1.055 -1.618
O 5.951 -0.262 -1.399
S 5.529 -0.415 0.162
O 4.115 -0.191 0.269
O 6.175 -1.578 0.694
O 6.294 0.905 0.718
H 8.117 0.982 -0.220
H 7.222 2.524 -0.198
H 7.150 1.066 -2.459
H 5.610 1.711 -1.836
C -5.784 5.828 2.285
C -4.618 5.159 3.000
O -4.053 4.272 2.036
S -4.237 4.911 0.554
O -3.016 5.577 0.197
O -4.866 3.934 -0.286
O -5.335 6.043 0.947
H -6.656 5.169 2.250
H -6.064 6.775 2.750
H -4.934 4.612 3.889
H -3.853 5.891 3.276
C 7.047 0.813 -6.425
C 7.268 2.013 -7.335
O 7.459 3.118 -6.452
S 8.186 2.593 -5.097
O 9.593 2.846 -5.215
O 7.407 3.023 -3.970
O 7.936 1.004 -5.324
H 6.024 0.794 -6.038
H 7.261 -0.132 -6.928
H 6.422 2.192 -8.000
H 8.179 1.894 -7.930
C -4.997 -0.278 -5.571
C -5.663 -0.660 -6.885
O -6.162 -1.981 -6.677
S -6.588 -2.146 -5.119
O -8.003 -1.932 -5.013
O -5.934 -3.310 -4.591
O -5.832 -0.827 -4.551
H -4.007 -0.734 -5.482
H -4.910 0.803 -5.451
H -4.967 -0.639 -7.725
H -6.514 -0.007 -7.102
C 1.797 -5.240 -1.880
C 2.964 -5.907 -1.165
O 3.538 -6.784 -2.133
S 3.355 -6.135 -3.612
O 4.572 -5.460 -3.961
O 2.734 -7.110 -4.461
O 2.249 -5.013 -3.215
H 0.929 -5.904 -1.922
H 1.509 -4.298 -1.410
H 2.648 -6.462 -0.281
H 3.724 -5.172 -0.881
*
```

Properties
SMILES string = C#Cc1cc(O)c2c(c1[C@H](C)CC)C(=O)C(COc1ccccc1)=C(CC=C)C2=O.O=S1(=O)OCCO1.O=S1(=O)OCCO1.O=S1(=O)OCCO1.O=S1(=O)OCCO1.O=S1(=O)OCCO1.O=S1(=O)OCCO1
E_tot = -5971.79185 Ha

Mulliken population analysis, charges in e, atoms 1 to 4: number 1, C, carries -0.32; number 2, C, carries -0.51; number 3, C, carries 0.37; number 4, C, carries -0.71


Entry from the OMol25 dataset: C38H49N7O4SSiSr as an isolated structure at a distorted geometry (ωB97M-V with the def2-TZVPD basis set).

Geometry as ORCA input:
```
! wB97M-V def2-TZVPD RIJCOSX def2/J DEFGRID3
* xyz -2 1
Sr 0.419 0.029 0.400
O -0.021 -4.636 -0.034
C 0.089 -3.431 0.281
N 0.218 -2.375 -0.489
C 0.110 -2.684 -1.911
C -0.032 -1.429 -2.752
C 0.209 -1.361 -4.102
C -0.004 -0.264 -4.971
C -0.248 1.091 -4.676
C -0.021 1.754 -3.481
N 0.609 1.085 -2.488
C 0.027 -3.146 1.783
C 0.271 -4.207 2.655
C 0.142 -4.013 4.014
C -0.261 -2.766 4.480
C -0.467 -1.766 3.549
N -0.309 -1.932 2.235
H -0.767 -3.332 -2.066
H 0.964 -3.283 -2.257
H 0.529 -2.287 -4.578
H 0.006 -0.511 -6.030
H -0.630 1.698 -5.494
H -0.372 2.768 -3.291
H 0.544 -5.156 2.218
H 0.342 -4.822 4.707
H -0.400 -2.568 5.535
H -0.768 -0.773 3.868
O 2.056 1.424 1.601
C 2.678 2.495 1.153
C 3.217 3.419 2.070
C 3.945 4.527 1.665
C 4.160 4.760 0.315
C 3.622 3.862 -0.604
C 2.885 2.751 -0.228
C 2.348 1.844 -1.310
N 0.949 1.794 -1.314
N -0.430 -0.284 -2.113
C -1.615 -0.135 -1.544
O -1.819 0.635 -0.564
C -2.743 -0.975 -2.050
C -3.049 -1.024 -3.409
C -4.126 -1.778 -3.849
C -4.899 -2.500 -2.946
C -4.590 -2.457 -1.593
C -3.524 -1.690 -1.147
H 3.044 3.228 3.125
H 4.349 5.205 2.410
H 4.732 5.617 -0.020
H 3.777 4.030 -1.666
H 2.758 2.192 -2.272
H -2.426 -0.478 -4.108
H -4.359 -1.810 -4.908
H -5.734 -3.096 -3.296
H -5.178 -3.027 -0.884
H -3.273 -1.643 -0.094
C 5.003 -0.775 6.750
C 3.693 -0.015 6.942
C 3.271 0.801 5.715
C 2.375 0.048 4.734
N 2.962 -1.172 4.195
C 4.001 -1.245 3.312
S 4.964 -2.639 3.334
N 4.200 -0.207 2.494
C 5.194 -0.237 1.424
C 6.618 0.153 1.811
C 6.875 1.649 2.007
C 6.375 2.201 3.336
H 5.266 -1.344 7.645
H 5.818 -0.075 6.547
H 4.961 -1.469 5.908
H 3.798 0.655 7.802
H 2.892 -0.716 7.204
H 4.159 1.156 5.193
H 2.718 1.693 6.026
H 2.077 0.712 3.923
H 1.467 -0.259 5.254
H 2.883 -2.007 4.752
H 3.422 0.453 2.299
H 4.814 0.440 0.657
H 5.206 -1.244 1.001
H 7.262 -0.203 1.000
H 6.909 -0.409 2.703
H 6.410 2.209 1.188
H 7.953 1.828 1.935
H 5.291 2.157 3.383
H 6.665 3.247 3.463
H 6.780 1.624 4.173
C 5.762 0.358 -1.938
Si 3.973 -0.181 -2.243
C 3.861 -2.035 -2.064
C 3.577 0.348 -3.993
O 2.972 0.475 -1.111
H 6.363 0.182 -2.836
H 6.231 -0.176 -1.109
H 5.800 1.429 -1.713
H 4.627 -2.540 -2.659
H 2.880 -2.377 -2.398
H 3.982 -2.338 -1.021
H 4.106 -0.310 -4.693
H 3.906 1.373 -4.187
H 2.507 0.285 -4.195
*
```

Properties
E_tot = -2880.25731 Ha
energy relative to the best compared isomer or geometry (same formula, charge and spin) = 2.0110 eV

Mulliken population analysis, charges in e, atoms 1 to 4: number 1, Sr, carries 1.40; number 2, O, carries -0.83; number 3, C, carries -0.69; number 4, N, carries 0.44


Entry from the OMol25 dataset: a 10-piece molecular cluster, C38H49N9O7S overall at a distorted geometry (ωB97M-V with the def2-TZVPD basis set).

Geometry as ORCA input:
```
! wB97M-V def2-TZVPD RIJCOSX def2/J DEFGRID3
* xyz 0 1
O 3.759 -2.696 0.322
C 4.843 -2.474 0.860
N 4.916 -1.854 2.007
C 6.250 -2.759 0.139
H 5.775 -2.139 2.454
H 4.022 -1.978 2.461
H 6.626 -3.714 0.508
H 6.959 -1.939 0.256
H 5.938 -3.028 -0.870
O -2.859 0.969 -5.627
C -1.694 1.003 -5.245
N -1.347 0.593 -4.036
C -0.773 1.693 -6.138
H -0.395 0.691 -3.713
H -2.097 0.295 -3.429
H -0.801 1.324 -7.163
H 0.246 1.571 -5.772
H -1.184 2.702 -6.187
O -0.026 -2.626 4.493
C -0.081 -2.734 3.282
N 0.785 -3.350 2.515
C -1.213 -2.182 2.452
H 0.624 -3.442 1.522
H 1.388 -4.031 2.953
H -1.278 -2.835 1.581
H -1.145 -1.132 2.167
H -2.139 -2.314 3.012
N 3.871 2.478 3.559
C 2.737 3.048 3.297
C 1.785 3.120 4.224
C 2.044 2.859 5.607
C 3.246 2.227 5.865
C 4.147 2.022 4.844
H 2.486 3.455 2.328
H 0.776 3.429 3.993
H 1.210 3.007 6.276
H 3.414 1.847 6.862
H 5.104 1.534 4.955
N -0.076 -4.382 -1.181
C -0.903 -4.770 -2.137
C -0.395 -4.957 -3.446
C 0.923 -4.643 -3.732
C 1.739 -4.155 -2.716
C 1.216 -4.138 -1.425
H -1.952 -4.949 -1.951
H -0.971 -5.429 -4.229
H 1.258 -4.737 -4.754
H 2.768 -3.860 -2.862
H 1.901 -3.884 -0.630
N -4.877 -0.343 -2.529
C -4.941 -1.640 -2.210
C -4.204 -2.211 -1.204
C -3.500 -1.374 -0.366
C -3.503 -0.033 -0.608
C -4.166 0.420 -1.706
H -5.480 -2.242 -2.926
H -4.233 -3.287 -1.118
H -2.792 -1.603 0.417
H -2.822 0.681 -0.168
H -4.249 1.446 -2.034
N 2.162 1.684 -3.629
C 2.395 0.432 -4.053
C 3.574 -0.245 -3.665
C 4.498 0.373 -2.732
C 4.099 1.534 -2.184
C 2.955 2.218 -2.650
H 1.671 -0.160 -4.592
H 3.754 -1.256 -4.002
H 5.410 -0.062 -2.350
H 4.762 2.043 -1.501
H 2.779 3.236 -2.336
N -3.164 1.287 5.698
C -2.266 0.558 6.430
C -1.015 0.335 5.949
C -0.573 0.881 4.720
C -1.531 1.648 3.950
C -2.828 1.811 4.543
H -2.739 0.122 7.297
H -0.316 -0.397 6.325
H 0.454 0.868 4.386
H -1.224 1.997 2.976
H -3.647 2.335 4.072
N -4.825 3.195 0.118
C -6.080 3.542 -0.242
C -6.345 4.216 -1.406
C -5.297 4.615 -2.189
C -3.973 4.426 -1.765
C -3.814 3.756 -0.584
H -6.953 3.083 0.198
H -7.351 4.439 -1.726
H -5.450 4.967 -3.198
H -3.171 4.880 -2.329
H -2.894 3.511 -0.073
C 1.587 -0.702 0.117
C 0.675 -0.602 -1.006
O 0.443 0.780 -1.229
S 0.557 1.600 0.204
O -0.736 2.125 0.646
O 1.813 2.403 0.088
O 0.939 0.240 1.013
H 2.583 -0.375 -0.182
H 1.561 -1.691 0.576
H -0.247 -1.169 -0.872
H 1.107 -1.033 -1.908
*
```

Properties
SMILES string = O=S1(=O)OCCO1.c1ccncc1.c1ccncc1.c1ccncc1.c1ccncc1.c1ccncc1.c1ccncc1.CC(N)=O.CC(N)=O.CC(N)=O
E_tot = -2894.96517 Ha

Mulliken population analysis, charges in e, atoms 1 to 4: number 1, O, carries -0.49; number 2, C, carries 0.55; number 3, N, carries -0.32; number 4, C, carries -1.34


no.,highest occupied orbital energy (eV)
1,0.0
2,-7.9
3,-0.5
4,-8.9